[1]
Molecular formula: C5H7NO
Method: DFT, ωB97M-V/def2-TZVPD

The geometry in XYZ format:
```
14
Properties=species:S:1:pos:R:3:forces:R:3:mulliken_spin:R:1
C -1.920819 0.134587 -0.210958 1.96 -1.20 0.24 0.514
C -0.938081 -0.091903 -1.130820 3.62 0.13 -1.61 -0.085
C 2.352508 -1.108250 -0.031646 2.54 0.00 1.54 0.749
C -1.034460 -0.414962 0.904884 -1.46 -0.57 2.67 -0.027
C 0.041942 -0.558988 -0.166542 -7.65 3.13 -0.81 0.469
N 1.180550 -1.052520 -0.215714 2.94 -3.40 -1.25 0.200
O 1.425556 1.739248 0.244485 -1.76 -2.54 1.25 0.027
H -2.807271 0.627092 -0.273577 -2.36 1.14 0.15 0.025
H -0.611082 0.219920 -2.178679 -1.26 -0.59 1.26 -0.009
H 2.987880 -1.993330 -0.164458 0.31 0.06 -0.53 0.138
H 0.580844 1.121496 0.370892 2.62 2.18 -0.44 -0.004
H -0.910898 0.359590 1.780428 0.13 -1.69 -1.45 0.005
H -1.428126 -1.459884 1.288064 0.92 2.10 -0.31 -0.001
H 1.081453 2.477908 -0.216360 -0.53 1.26 -0.73 -0.002
```
Forces are in eV/Å.

Results
2S+1   3
ΔE to the lowest compared entry with this formula, charge and spin   2.8105 eV
Charge   0
HOMO (alpha / beta)   -5.53 / -9.88 eV
DFT total energy   -8828.58637 eV

[2]
Molecular formula: C6H5Br3N2O2S
Method: DFT, ωB97M-V/def2-TZVPD

The geometry in XYZ format:
```
19
Properties=species:S:1:pos:R:3:forces:R:3:lowdin_charge:R:1
C 0.693503 -1.082164 -0.180431 0.61 -1.19 -0.06 0.012
C 0.125763 1.208553 -0.541020 -1.76 1.05 -1.80 -0.060
C -0.188415 -1.385850 -1.246565 2.33 -1.57 3.37 -0.159
C -0.790687 0.772965 -1.492794 -0.77 0.00 1.12 -0.091
C 0.823262 0.255880 0.107464 1.46 -1.28 1.68 -0.342
C 4.830859 -2.425349 -0.038744 0.41 0.29 -0.84 -0.962
N -0.983166 -0.521108 -1.726922 -1.50 1.52 -2.73 0.060
N 1.852781 0.776550 0.966060 2.03 0.30 -0.33 -0.108
O 2.797105 1.401152 -1.344651 0.48 -0.24 0.37 -0.327
O 4.253870 1.426343 0.716466 -0.08 -0.11 0.06 -0.413
S 2.999537 1.561076 0.057977 -0.70 1.85 0.13 0.249
Br 4.100086 -2.030400 1.625885 -0.10 0.15 0.44 0.589
Br 2.337097 3.665753 0.494865 0.40 0.05 -0.12 0.476
Br 5.381191 -0.851269 -0.951630 -0.08 -0.84 0.24 0.619
H 1.303661 -1.881643 0.362868 -0.92 1.30 -1.02 0.111
H 0.308269 2.262406 -0.389687 -0.18 -0.11 0.13 0.051
H -0.182794 -2.413493 -1.541334 -0.58 -0.53 -0.49 0.104
H -1.526127 1.424710 -1.965230 0.48 0.14 0.04 0.117
H 2.513492 0.323115 1.623789 -1.52 -0.79 -0.19 0.073
```
Forces are in eV/Å.

Results
2S+1   1
ΔE to the lowest compared entry with this formula, charge and spin   2.2005 eV
Charge   0
HOMO   -9.61 eV
DFT total energy   -234336.13753 eV

[3]
Molecular formula: ClCuF3
Method: DFT, ωB97M-V/def2-TZVPD

The geometry in XYZ format:
```
5
Properties=species:S:1:pos:R:3:forces:R:3:mulliken_spin:R:1
Cu 10.157584 -24.820412 -8.750410 -1.38 -2.97 -1.72 0.548
F 9.819301 -24.885646 -10.891633 0.66 0.34 2.56 0.140
F 8.771292 -25.622091 -7.167363 0.94 1.39 -1.09 0.374
F 11.182874 -26.949355 -8.576989 -0.72 2.29 -0.11 0.265
Cl 8.663690 -22.499890 -8.683258 0.50 -1.05 0.37 0.673
```
Forces are in eV/Å.

Results
2S+1   3
Charge   -1
HOMO (alpha / beta)   -7.26 / -6.55 eV
DFT total energy   -65312.20143 eV

[4]
Molecular formula: C2H6OSn
Method: DFT, ωB97M-V/def2-TZVPD

The geometry in XYZ format:
```
10
Properties=species:S:1:pos:R:3:forces:R:3:lowdin_charge:R:1
Sn -52.471786 3.201809 24.301099 0.52 -0.53 0.07 1.889
C -51.361093 5.102644 26.829233 0.55 0.92 0.41 -0.056
C -52.511943 5.858202 26.211867 3.60 1.44 2.07 -0.227
O -53.064827 4.861990 25.411307 -2.86 -0.81 -1.90 -0.352
H -50.741695 5.820021 27.367566 0.10 -0.38 0.43 0.123
H -50.689193 4.736666 26.052887 0.29 -0.13 -0.56 0.065
H -51.653888 4.250157 27.442134 -0.17 0.29 0.34 0.106
H -52.149805 6.657300 25.565041 0.04 -0.02 -0.11 0.154
H -53.131218 6.348937 26.962727 -0.82 -0.76 -0.16 0.166
H -53.809062 5.310856 25.003597 -1.26 -0.01 -0.58 0.132
```
Forces are in eV/Å.

Results
2S+1   1
ΔE to the lowest compared entry with this formula, charge and spin   0.2676 eV
Charge   +2
HOMO   -21.19 eV
DFT total energy   -10029.13266 eV

[5]
Molecular formula: C20H32N2O4
Method: DFT, ωB97M-V/def2-TZVPD

The geometry in XYZ format:
```
58
Properties=species:S:1:pos:R:3:forces:R:3:lowdin_charge:R:1
C 7.791354 2.349066 -0.809702 0.06 0.06 -0.03 -0.120
O 7.413654 1.798427 0.426132 -0.08 -0.21 0.16 -0.197
C 6.189936 2.281751 0.952725 -0.17 -0.15 0.27 -0.235
C 5.156497 1.160534 1.079967 0.29 0.22 -0.41 -0.151
C 4.771468 0.583300 -0.284052 0.13 0.23 0.11 -0.183
N 3.754055 -0.433374 -0.171403 0.18 -0.21 0.10 0.063
C 2.469604 -0.217276 -0.547717 0.20 -0.11 0.01 -0.448
O 2.112127 0.826090 -1.067132 -0.16 0.21 -0.03 0.057
C 1.524985 -1.338852 -0.291342 -0.40 -0.20 0.00 -0.136
C 1.901250 -2.658206 -0.075818 -0.06 0.22 -0.01 -0.037
C 0.928052 -3.608195 0.152733 -0.23 0.01 0.03 0.003
C -0.429823 -3.294889 0.173028 0.18 -0.01 0.01 -0.188
O -1.232394 -4.363299 0.424229 0.36 0.16 -0.11 -0.063
C -2.631430 -4.233144 0.546811 -0.52 -0.10 0.07 -0.070
C -0.822321 -1.961642 -0.072922 0.03 -0.13 0.04 -0.159
O -2.159124 -1.678548 -0.092575 0.16 -0.23 0.02 -0.044
C -2.614376 -0.368588 -0.394329 -0.33 0.33 0.09 -0.328
C -4.073428 -0.494878 -0.829071 0.32 0.09 -0.15 -0.106
C -4.654408 0.890268 -1.102981 -0.04 -0.22 0.04 -0.189
N -4.572316 1.696060 0.096670 -0.02 -0.11 -0.07 -0.154
C -5.414336 2.884750 0.088501 -0.10 0.28 0.14 -0.426
C -5.671481 3.357195 1.520793 -0.05 -0.13 -0.30 -0.062
C -4.891494 4.041963 -0.773391 -0.15 -0.35 0.08 -0.056
C -3.187104 1.903167 0.468155 0.05 -0.16 0.19 -0.181
C -2.548705 0.560956 0.818582 0.20 -0.01 -0.25 -0.100
C 0.169516 -1.019655 -0.295509 0.07 0.06 -0.02 0.051
H 8.726945 1.864904 -1.084661 -0.01 0.06 -0.09 0.088
H 7.956639 3.430661 -0.732806 0.00 -0.03 -0.04 0.089
H 7.043864 2.160278 -1.588683 0.01 0.01 -0.01 0.084
H 6.396692 2.693559 1.948828 -0.06 0.04 -0.15 0.121
H 5.790265 3.084341 0.323952 0.01 0.03 0.00 0.122
H 4.266117 1.557216 1.570636 -0.04 -0.02 0.05 0.120
H 5.576342 0.369208 1.704091 -0.03 -0.01 0.10 0.115
H 4.353070 1.366779 -0.921084 0.13 -0.10 0.02 0.122
H 5.656936 0.154850 -0.763661 -0.07 0.11 -0.02 0.124
H 3.982574 -1.256002 0.361203 -0.14 0.03 -0.04 0.127
H 2.934582 -2.968003 -0.109243 0.10 -0.03 -0.01 0.106
H 1.193202 -4.640119 0.321590 0.01 -0.12 0.01 0.121
H -3.091874 -3.904001 -0.386408 0.02 -0.04 0.10 0.093
H -2.904136 -3.541636 1.346220 0.00 -0.06 -0.06 0.096
H -2.985510 -5.234053 0.794736 0.01 0.08 -0.01 0.094
H -2.029254 0.049940 -1.225246 -0.03 -0.05 0.07 0.155
H -4.635934 -0.973914 -0.027297 -0.05 -0.03 0.03 0.127
H -4.143338 -1.116257 -1.722886 0.02 -0.04 -0.02 0.122
H -5.704150 0.791322 -1.389116 0.05 0.04 -0.04 0.124
H -4.108499 1.344680 -1.950586 -0.08 0.01 -0.01 0.125
H -6.375626 2.557505 -0.326993 0.09 0.02 0.04 0.134
H -5.928014 2.507584 2.147237 -0.05 -0.07 0.09 0.079
H -4.797916 3.849918 1.939498 0.10 0.09 0.08 0.067
H -6.496149 4.065118 1.532626 -0.06 0.13 0.05 0.076
H -3.971167 4.446633 -0.359344 0.11 0.08 0.03 0.074
H -4.700681 3.708289 -1.790860 0.05 0.04 -0.14 0.071
H -5.631340 4.837469 -0.807392 -0.04 0.13 -0.03 0.077
H -3.146180 2.557042 1.339060 0.07 0.05 -0.05 0.118
H -2.604772 2.370109 -0.346590 -0.02 0.08 0.06 0.131
H -1.516720 0.711071 1.138348 0.02 -0.01 0.02 0.116
H -3.101600 0.099462 1.638224 0.00 -0.02 0.03 0.131
H -0.075277 0.011781 -0.490793 -0.07 0.07 -0.02 0.112
```
Forces are in eV/Å.

Results
2S+1   1
ΔE to the lowest compared entry with this formula, charge and spin   1.6443 eV
Charge   0
HOMO   -8.11 eV
SMILES   COCCCNC(=O)c1ccc(OC)c(OC2CCN(C(C)C)CC2)c1
DFT total energy   -32429.00512 eV

[6]
Molecular formula: C23H43Cl3N3O8SiYb
Method: DFT, ωB97M-V/def2-TZVPD

The geometry in XYZ format:
```
82
Properties=species:S:1:pos:R:3:forces:R:3:mulliken_spin:R:1
C -2.687434 -2.458503 -1.205307 -0.12 -0.03 0.25 0.000
C -1.791147 -2.069498 -2.341796 0.20 0.47 -1.08 0.000
H -3.745498 -2.268793 -1.428828 0.27 -0.04 0.18 0.000
H -2.394927 -1.886521 -0.311203 -0.15 -0.17 -0.19 0.000
H -2.590951 -3.530705 -0.957548 0.04 0.35 -0.11 0.000
C -2.187826 -1.907072 -3.619748 0.11 -0.28 0.59 0.000
C -3.575108 -2.130934 -4.146041 -0.36 0.10 -0.04 0.000
H -1.453967 -1.607016 -4.370397 -0.09 -0.12 0.22 0.000
H -4.294820 -2.303853 -3.332641 0.17 0.03 -0.38 0.000
H -3.636661 -2.986678 -4.842627 0.13 0.28 0.29 0.000
H -3.906729 -1.246091 -4.715201 0.00 -0.26 0.14 0.000
Yb 0.540345 0.709595 0.538732 -0.49 -1.05 -1.64 1.011
Cl -1.168671 -0.504919 2.038578 0.34 0.23 -0.76 0.000
C 2.941986 0.072991 -1.647882 -0.18 0.13 -0.20 0.000
O 2.124353 0.964587 -1.324793 0.37 -0.24 0.38 0.000
N 4.045216 0.296478 -2.363789 -0.43 -0.23 0.29 0.000
C 4.471687 1.640260 -2.699218 0.01 0.06 -0.19 0.000
C 4.946482 -0.781449 -2.750024 0.01 -0.09 -0.05 0.000
H 2.774003 -0.982235 -1.357844 0.14 0.43 -0.18 0.000
H 3.896281 2.374035 -2.133095 0.09 -0.18 -0.02 0.000
H 4.340020 1.822345 -3.772586 0.00 0.01 0.12 0.000
H 5.537879 1.725190 -2.465348 -0.17 0.11 0.04 0.000
H 4.577849 -1.741945 -2.354834 0.17 0.44 -0.14 0.000
H 5.955499 -0.567224 -2.349343 -0.46 -0.20 -0.16 0.000
H 4.992417 -0.849844 -3.854106 0.01 0.01 0.52 0.000
H 3.725871 2.599566 4.748677 -0.34 0.20 -0.34 0.000
H 3.326549 0.448565 5.562491 -0.28 -0.07 -0.10 0.000
C 2.717127 2.796109 4.349802 -0.06 -0.13 0.36 0.000
C 2.245095 0.585759 5.441694 -0.14 0.04 0.12 0.000
N 1.997049 1.520184 4.358350 -0.91 0.48 -0.79 0.000
H 2.756405 3.183090 3.320263 0.03 -0.15 0.52 0.000
C 1.028811 1.293353 3.456664 0.84 -0.77 1.15 0.000
O 0.683595 2.076370 2.558044 0.25 -0.19 -0.86 -0.001
H 1.767629 -0.372867 5.200055 0.20 0.25 0.14 0.000
H 0.564421 0.287143 3.518992 0.17 0.46 0.21 0.000
H 2.200682 3.506892 5.023974 0.29 -0.17 -0.39 0.000
H 1.825496 0.978089 6.385286 0.17 -0.19 -0.30 0.000
H -2.969203 0.399819 -1.568194 0.26 0.29 0.18 0.000
H -2.096441 0.982944 -3.911847 0.05 0.21 0.14 0.000
C -2.687305 1.400928 -1.205183 -0.30 -0.26 0.01 0.001
C -1.988835 2.001026 -3.511993 0.16 -0.21 -0.19 0.000
N -1.669615 1.950874 -2.096155 0.57 0.82 0.66 0.000
H -2.306683 1.321372 -0.176549 -0.24 0.03 -0.46 0.000
C -0.546121 2.510677 -1.624791 -0.95 -0.35 -1.05 -0.001
O -0.269524 2.651433 -0.415554 0.26 -0.92 0.13 0.001
H -1.169887 2.512448 -4.029973 -0.26 -0.12 -0.03 0.000
H 0.150652 2.838815 -2.422472 -0.25 0.01 0.43 0.000
H -3.592688 2.032109 -1.225425 0.40 -0.08 0.07 0.000
H -2.928649 2.545050 -3.680727 0.26 -0.07 0.12 0.000
O -0.247791 -0.694367 -1.128494 0.59 2.87 2.02 -0.009
C -0.342173 -1.777978 -1.919482 0.58 -1.08 -0.54 -0.002
C 0.863223 -0.587282 -3.892730 0.28 -0.14 -0.13 0.000
C 0.657807 -1.741728 -3.124413 -0.65 0.05 0.49 0.000
H 0.345080 0.338426 -3.612437 0.18 -0.44 -0.13 0.000
C 1.764888 -0.607091 -4.972339 -0.11 0.05 0.43 0.000
H -0.041957 -2.647856 -1.297962 0.03 -0.27 -0.41 0.000
C 1.364257 -2.902778 -3.427717 0.10 0.06 -0.11 0.000
H 1.927554 0.306528 -5.565092 -0.07 -0.52 0.28 0.000
C 2.477868 -1.778174 -5.256839 -0.05 -0.10 -0.13 0.000
C 2.266365 -2.931238 -4.491036 0.10 0.16 0.04 0.000
H 1.208506 -3.784345 -2.798065 0.06 0.22 -0.29 0.000
H 3.197734 -1.802715 -6.084060 -0.33 0.04 0.33 0.000
H 2.819291 -3.851343 -4.701052 -0.15 0.35 -0.01 0.000
Si -4.261090 -0.126049 4.971284 -0.53 -0.18 0.99 0.000
Cl -5.138836 -0.874046 3.224616 -0.25 -0.06 0.30 0.000
C -4.363909 1.724478 4.765598 0.31 0.25 -0.28 0.000
C -2.642192 -1.016438 5.027418 0.56 0.19 -0.66 0.000
C -5.140729 -0.496356 6.622627 -0.22 -0.10 -0.31 0.000
H -4.072861 2.004225 3.745862 0.01 0.04 0.20 0.000
H -3.716164 2.258746 5.469159 -0.03 -0.08 -0.06 0.000
H -5.389650 2.083161 4.929937 0.19 -0.25 -0.04 0.000
H -6.127238 -0.020403 6.714227 0.22 -0.11 -0.10 0.000
H -4.514932 -0.100260 7.441276 -0.08 -0.07 -0.34 0.000
H -5.265771 -1.571657 6.806234 0.04 0.21 -0.08 0.000
H -2.190675 -0.890397 4.028499 -0.09 -0.16 0.58 0.000
H -2.774869 -2.094371 5.177932 -0.16 0.22 0.07 0.000
H -1.921036 -0.644500 5.759400 -0.15 0.04 0.10 0.000
O 4.223540 0.338852 2.839208 -0.45 0.01 -1.45 0.000
Cl 3.786408 0.494295 1.463283 1.33 0.40 0.39 0.000
O 3.567036 1.906614 1.150718 -0.19 -1.47 0.23 0.000
O 4.729645 -0.100194 0.529662 -1.04 0.52 1.00 0.000
O 2.477960 -0.245709 1.316238 0.14 0.50 0.07 -0.001
```
Forces are in eV/Å.

Results
2S+1   2
ΔE to the lowest compared entry with this formula, charge and spin   0.0000 eV
Charge   0
HOMO (alpha / beta)   -8.27 / -8.27 eV
DFT total energy   -122373.94967 eV